The following is a quantum chemistry calculation of a molecular structure, C20H24N4PtS, from the OMol25 dataset.

The calculation puts the HOMO-LUMO gap at 7.38 eV. Its LUMO energy is -0.288 Eh. The energy above the lowest of the compared OMol25 structures with the same formula, charge and spin is 16.9 kcal/mol. The net charge is +2.

Last column: Löwdin charge in e.
CARTESIAN COORDINATES (ANGSTROEM)
Pt: -0.502 -0.551 -0.380  1.307
S: 2.142 5.424 3.281  1.127
N: 1.060 4.342 3.769  -0.186
C: 0.905 3.483 2.773  -0.296
C: 0.012 2.341 2.770  -0.056
C: -0.814 1.991 3.846  0.069
C: -1.621 0.878 3.740  0.016
C: -1.611 0.145 2.556  -0.089
N: -0.847 0.479 1.522  -0.026
C: -0.020 1.550 1.626  -0.130
C: 0.846 1.837 0.480  -0.110
N: 0.802 0.983 -0.585  -0.059
C: 1.539 1.227 -1.669  -0.084
C: 2.384 2.327 -1.746  0.023
C: 2.472 3.185 -0.670  0.076
C: 1.693 2.940 0.467  -0.053
C: 1.714 3.778 1.651  -0.297
N: 2.469 4.854 1.815  -0.187
H: -0.798 2.594 4.744  0.142
H: -2.262 0.569 4.553  0.132
H: -2.239 -0.728 2.439  0.116
H: 1.463 0.520 -2.481  0.112
H: 2.962 2.484 -2.645  0.135
H: 3.132 4.043 -0.684  0.143
C: 2.781 -1.582 -0.881  -0.076
C: 1.540 -2.459 -1.015  -0.478
C: 1.889 -3.761 -1.761  -0.048
C: 0.375 -1.824 -1.760  -0.214
H: 3.592 -2.165 -0.446  0.096
H: 2.636 -0.712 -0.235  0.060
H: 3.122 -1.238 -1.860  0.093
H: 1.199 -2.757 -0.010  0.134
H: 2.213 -3.538 -2.779  0.098
H: 1.041 -4.444 -1.810  0.088
H: 2.704 -4.270 -1.250  0.095
H: -0.353 -2.585 -2.000  0.047
H: 0.668 -1.317 -2.681  0.083
C: -2.961 -2.649 -1.601  -0.021
C: -2.601 -1.369 -0.858  -0.523
C: -3.670 -0.930 0.128  -0.048
C: -2.033 -0.277 -1.682  -0.102
H: -3.235 -3.444 -0.910  0.107
H: -2.184 -3.004 -2.271  0.078
H: -3.835 -2.414 -2.211  0.118
H: -1.672 -1.744 -0.096  0.100
H: -4.562 -0.665 -0.442  0.116
H: -3.367 -0.054 0.697  0.066
H: -3.933 -1.736 0.811  0.105
H: -2.413 0.729 -1.523  0.103
H: -1.821 -0.486 -2.723  0.100

---

The following is a quantum chemistry calculation of a molecular structure, C27H36GaNP3 at a distorted geometry, from the OMol25 dataset.

The calculation puts the HOMO-LUMO gap (spin up / spin down) at 6.78 / 4.20 eV. Its LUMO energy (spin up / spin down) is -0.109 / -0.153 Eh. The energy above the lowest of the compared OMol25 structures with the same formula, charge and spin is 0.0 kcal/mol. The net charge is +1.

Last column: Löwdin charge in e.
CARTESIAN COORDINATES (ANGSTROEM)
C: -1.658 2.758 -3.770  -0.048
C: -1.378 1.472 -3.321  -0.221
C: -0.032 0.993 -3.483  -0.219
C: 1.008 1.957 -3.522  -0.146
C: 0.714 3.255 -3.952  -0.022
C: -0.618 3.621 -4.160  -0.062
C: 2.293 1.521 -2.908  -0.090
C: 2.608 0.117 -3.300  -0.150
C: 1.502 -0.772 -3.315  -0.215
C: 1.740 -2.157 -3.013  -0.223
C: 3.032 -2.643 -3.171  -0.045
C: 4.098 -1.773 -3.464  -0.059
C: 3.899 -0.392 -3.452  -0.025
H: -2.695 3.105 -3.766  0.117
H: 1.540 3.945 -4.132  0.119
H: -0.846 4.611 -4.549  0.109
H: 3.124 2.211 -3.084  0.132
H: 3.212 -3.713 -3.022  0.117
H: 5.097 -2.174 -3.627  0.109
H: 4.726 0.309 -3.583  0.120
N: 0.223 -0.335 -3.444  0.185
Ga: 0.205 0.041 0.158  0.349
C: -2.338 0.609 -2.539  -0.254
H: -2.270 -0.435 -2.890  0.091
H: -3.362 0.995 -2.637  0.100
C: 0.603 -2.936 -2.417  -0.270
H: -0.331 -2.760 -2.972  0.088
H: 0.845 -4.006 -2.382  0.096
P: -1.956 0.547 -0.706  0.762
P: 0.218 -2.407 -0.652  0.799
C: 1.482 -3.383 0.241  -0.251
H: 1.310 -3.352 1.324  0.029
H: 1.431 -4.425 -0.104  0.057
H: 2.475 -2.975 0.019  0.057
C: -1.259 -3.451 -0.374  -0.258
H: -0.938 -4.501 -0.395  0.059
H: -1.708 -3.230 0.601  0.046
H: -1.997 -3.280 -1.166  0.044
C: -2.363 2.224 -0.113  -0.238
H: -3.392 2.477 -0.400  0.064
H: -2.267 2.265 0.982  0.040
H: -1.673 2.951 -0.558  0.059
C: -3.315 -0.479 -0.059  -0.232
H: -3.267 -0.512 1.037  0.054
H: -4.268 -0.028 -0.364  0.065
H: -3.259 -1.503 -0.450  0.031
H: 2.072 1.463 -1.774  0.074
H: 1.504 0.757 -0.352  -0.075
C: 1.490 1.465 2.836  -0.285
P: 0.013 0.367 2.809  0.794
C: 0.714 -1.286 3.230  -0.289
C: -0.671 0.804 4.477  -0.390
C: 0.160 0.728 5.612  -0.113
C: -0.342 1.021 6.885  -0.069
C: -1.683 1.402 7.036  -0.073
C: -2.511 1.488 5.911  -0.082
C: -2.017 1.191 4.636  -0.104
H: 1.678 1.855 1.824  -0.001
H: 2.380 0.920 3.186  0.055
H: 1.276 2.314 3.504  0.055
H: 0.779 -1.400 4.318  0.042
H: 0.034 -2.055 2.848  0.026
H: 1.703 -1.429 2.776  0.043
H: 1.209 0.424 5.510  0.107
H: 0.311 0.938 7.756  0.110
H: -2.071 1.625 8.032  0.110
H: -3.554 1.789 6.036  0.108
H: -2.667 1.255 3.761  0.087

---

The following is a quantum chemistry calculation of a molecular structure, CH2NOP at a distorted geometry, from the OMol25 dataset.

The calculation puts the HOMO-LUMO gap at 8.73 eV. Its LUMO energy is -0.012 Eh. The energy above the lowest of the compared OMol25 structures with the same formula, charge and spin is 45.5 kcal/mol.

Last column: Löwdin charge in e.
CARTESIAN COORDINATES (ANGSTROEM)
C: -0.593 -1.763 -0.031  -0.227
N: 0.808 1.479 -0.673  -0.363
O: -1.564 -2.325 -0.007  0.071
P: -0.237 0.496 -0.098  0.677
H: 1.698 1.896 -0.500  -0.038
H: -0.112 0.216 1.308  -0.120

---

The following is a quantum chemistry calculation of a single C3H6Si molecule at a distorted geometry, from the OMol25 dataset.

The calculation puts the HOMO-LUMO gap at 10.26 eV. Its LUMO energy is 0.035 Eh. The energy above the lowest of the compared OMol25 structures with the same formula, charge and spin is 38.5 kcal/mol. Its SMILES is [SiH3]C1=CC1.

Last column: Löwdin charge in e.
CARTESIAN COORDINATES (ANGSTROEM)
C: -1.506 0.221 0.729  -0.122
C: -0.290 0.028 0.303  -0.335
C: -1.543 0.305 -0.790  -0.133
Si: 1.542 0.147 -0.040  0.622
H: -2.159 0.401 1.517  0.064
H: -1.895 -0.505 -1.328  0.021
H: -1.493 1.327 -1.363  0.102
H: 1.508 0.982 -1.314  -0.059
H: 2.099 -1.145 -0.110  -0.117
H: 2.247 0.998 1.198  -0.045

---

The following is a quantum chemistry calculation of a gas-phase ion, C4H8ClN2S (charge +1) at a distorted geometry, from the OMol25 dataset.

The calculation puts the HOMO-LUMO gap (spin up / spin down) at 5.28 / 5.76 eV. Its LUMO energy (spin up / spin down) is -0.129 / -0.291 Eh. The energy above the lowest of the compared OMol25 structures with the same formula, charge and spin is 1.0 kcal/mol. The net charge is +1. As for the spin multiplicity: 3.

Last column: Löwdin charge in e.
CARTESIAN COORDINATES (ANGSTROEM)
C: 1.106 -0.725 1.524  -0.248
C: 0.821 -2.163 1.366  -0.309
C: 0.228 -0.645 -0.531  -1.066
C: -0.829 0.306 -1.257  -0.195
N: 0.718 0.088 0.626  -0.069
N: -0.270 1.686 -1.138  0.167
S: -0.342 -2.282 -0.104  1.168
Cl: 1.871 -0.467 -1.494  0.507
H: 1.780 -0.403 2.352  0.147
H: 1.722 -2.751 1.255  0.103
H: 0.312 -2.515 2.272  0.103
H: -1.917 0.286 -0.896  0.142
H: -0.986 -0.049 -2.368  0.157
H: -0.685 2.300 -1.796  0.159
H: 0.788 1.485 -1.125  0.124
H: -0.530 2.076 -0.313  0.109

---

The following is a quantum chemistry calculation of a gas-phase ion, C6H14NO (charge -2) at a distorted geometry, from the OMol25 dataset.

The calculation puts the HOMO-LUMO gap (spin up / spin down) at 2.58 / 5.95 eV. Its LUMO energy (spin up / spin down) is 0.239 / 0.235 Eh. The energy above the lowest of the compared OMol25 structures with the same formula, charge and spin is 38.8 kcal/mol. The net charge is -2. As for the spin multiplicity: 2.

Last column: Löwdin charge in e.
CARTESIAN COORDINATES (ANGSTROEM)
C: -0.356 0.273 2.785  -0.436
C: -0.597 0.801 1.284  -0.299
N: 0.118 -0.183 0.362  -0.205
C: -0.922 -1.174 0.001  -0.263
C: -0.301 0.783 -1.938  -0.121
C: 0.716 0.536 -0.826  -0.334
C: 1.741 -0.577 -1.378  -0.488
O: 2.743 -0.102 -2.192  -0.448
H: -0.891 -0.676 2.925  -0.040
H: 0.694 0.007 2.904  0.021
H: -0.772 0.970 3.487  -0.058
H: -1.718 0.694 1.045  0.070
H: -0.136 1.779 1.276  0.066
H: -1.255 -1.659 0.956  0.028
H: -1.715 -0.776 -0.591  0.029
H: -0.409 -2.078 -0.413  0.066
H: -1.046 1.544 -1.706  0.055
H: 0.258 0.956 -2.845  0.055
H: -0.752 -0.154 -2.266  0.048
H: 1.246 1.411 -0.431  0.121
H: 1.125 -1.344 -1.907  0.070
H: 2.230 -1.032 -0.533  0.061

---

Please write out number 3 again, unchanged.
The following is a quantum chemistry calculation of a molecular structure, CH2NOP at a distorted geometry, from the OMol25 dataset.

The calculation puts the HOMO-LUMO gap at 8.73 eV. Its LUMO energy is -0.012 Eh. The energy above the lowest of the compared OMol25 structures with the same formula, charge and spin is 45.5 kcal/mol.

Last column: Löwdin charge in e.
CARTESIAN COORDINATES (ANGSTROEM)
C: -0.593 -1.763 -0.031  -0.227
N: 0.808 1.479 -0.673  -0.363
O: -1.564 -2.325 -0.007  0.071
P: -0.237 0.496 -0.098  0.677
H: 1.698 1.896 -0.500  -0.038
H: -0.112 0.216 1.308  -0.120

---

- The lowest energy above the lowest of the compared OMol25 structures with the same formula, charge and spin belongs to which entry?
  C27H36GaNP3

---

- What is the energy above the lowest of the compared OMol25 structures with the same formula, charge and spin in the sixth record?
  38.8 kcal/mol